#w
Below is C10H20O20S5 as an isolated structure, with properties calculated with wB97M-V/def2-TZVPD.

```
55
Properties=species:S:1:pos:R:3
C -5.0470 -1.3293 -1.5018
C -4.1414 -0.8312 -2.6585
O -3.5449 -2.0219 -3.2886
S -4.0832 -3.3088 -2.5121
O -2.9846 -4.1778 -2.1663
O -5.2118 -3.7628 -3.2677
O -4.5752 -2.6421 -1.1368
H -6.0947 -1.4887 -1.6867
H -4.8877 -0.8317 -0.5793
H -3.4033 -0.0830 -2.2906
H -4.7364 -0.3831 -3.4376
C -0.3645 3.5857 1.0508
C -1.5023 3.7508 2.0689
O -1.1190 4.8185 2.9004
S -0.3936 5.9252 1.9103
O 0.6526 6.5896 2.5524
O -1.4583 6.6560 1.3225
O 0.2005 4.8322 0.8649
H -0.8342 3.2026 0.1149
H 0.3836 2.9279 1.3988
H -1.6563 2.8630 2.7312
H -2.4574 3.9470 1.5129
C 3.1345 3.6676 0.6324
C 3.2232 5.1453 0.8280
O 4.5901 5.4352 0.3879
S 4.8073 4.6186 -0.9307
O 6.1193 4.1842 -1.1118
O 4.1316 5.2662 -2.0206
O 3.9676 3.3418 -0.5175
H 2.1584 3.2566 0.4694
H 3.4367 3.0426 1.4731
H 3.0798 5.5968 1.8121
H 2.6356 5.6283 0.0647
C 3.3073 -6.3492 0.6355
C 2.4084 -6.1884 -0.6099
O 1.6299 -4.9683 -0.4122
S 1.8288 -4.4369 1.0817
O 0.5307 -4.3705 1.6657
O 2.6581 -3.3083 1.0937
O 2.6363 -5.6610 1.6874
H 4.3043 -5.9518 0.5498
H 3.3358 -7.4247 0.9013
H 1.6561 -6.9340 -0.6935
H 2.9713 -6.0750 -1.5744
C -0.7579 -2.4371 -0.3103
C -1.4549 -1.9672 0.9929
O -1.5011 -0.5243 0.9513
S -0.9657 -0.0683 -0.4605
O 0.4370 0.2370 -0.3771
O -1.7928 0.9520 -0.9675
O -1.1495 -1.4149 -1.2728
H -1.0140 -3.4259 -0.6813
H 0.2849 -2.3634 -0.0862
H -0.9272 -2.3082 1.8454
H -2.4511 -2.4329 1.0519
```

LUMO energy	0.18	eV
total charge	0
frontier orbital gap	10.90	eV

***

#x
Below is a 5-piece molecular cluster, C10H20O20S5 overall, with properties calculated with wB97M-V/def2-TZVPD.

```
55
Properties=species:S:1:pos:R:3
C 4.5796 -0.0844 4.8236
C 5.4959 0.1172 6.0092
O 5.1739 -0.9061 6.9663
S 3.5287 -1.2527 6.8191
O 2.7596 -0.1070 7.3410
O 3.2423 -2.6896 7.1901
O 3.6393 -1.1040 5.2076
H 5.0338 -0.3774 3.8770
H 3.9665 0.8124 4.7348
H 5.4561 1.1899 6.1983
H 6.5539 -0.0290 5.7915
C -0.1574 0.5965 0.5183
C 0.2348 -0.6645 1.4259
O 1.3098 -0.2061 2.1210
S 1.3362 1.3490 2.5048
O 2.6754 1.8609 2.3352
O 0.7345 1.5148 3.8216
O 0.3067 1.7396 1.2605
H -1.2225 0.6460 0.2921
H 0.4208 0.4592 -0.3955
H 0.5915 -1.5490 0.8981
H -0.5189 -0.9605 2.1555
C -0.0250 1.6893 -5.1015
C -1.4820 1.9681 -4.9127
O -1.5287 2.9074 -3.7825
S -0.0635 3.0881 -3.0394
O 0.0125 2.7142 -1.5871
O 0.4523 4.3969 -3.4802
O 0.4974 1.8021 -3.7999
H 0.4453 2.3510 -5.8287
H 0.0930 0.6345 -5.3498
H -1.8743 1.0037 -4.5899
H -2.0070 2.3947 -5.7674
C 0.6948 -3.4099 -2.2962
C 0.1652 -1.9834 -2.3696
O -0.8860 -1.8733 -1.4642
S -1.2116 -3.2179 -0.6656
O -2.0750 -3.9649 -1.5581
O -1.5482 -2.9946 0.7555
O 0.2775 -3.7841 -0.9398
H 1.7776 -3.4279 -2.4205
H 0.1867 -4.0399 -3.0263
H -0.2957 -1.7904 -3.3383
H 0.9017 -1.1799 -2.3736
C -3.5101 1.2291 -1.9582
C -5.0236 1.3159 -1.7416
O -5.2719 0.7674 -0.4216
S -4.3888 -0.6366 -0.3699
O -5.0182 -1.6765 -1.1879
O -4.0230 -1.0469 0.9916
O -3.1470 0.0872 -1.1619
H -2.9305 2.0992 -1.6498
H -3.4101 1.1802 -3.0425
H -5.5496 0.7130 -2.4819
H -5.3748 2.3292 -1.9364
```

LUMO energy	-0.35	eV
total charge	0
SMILES string	O=S1(=O)OCCO1.O=S1(=O)OCCO1.O=S1(=O)OCCO1.O=S1(=O)OCCO1.O=S1(=O)OCCO1
frontier orbital gap	10.47	eV

***

#y
Below is C10H20O20S5 as an isolated structure, with properties calculated with wB97M-V/def2-TZVPD.

```
55
Properties=species:S:1:pos:R:3
C 6.0024 5.5770 1.9688
C 5.7677 5.5177 3.4891
O 4.5219 4.8190 3.6445
S 3.9470 4.3131 2.2534
O 2.9992 5.2515 1.8029
O 3.5849 2.9469 2.3197
O 5.3243 4.4126 1.4764
H 7.0477 5.4103 1.7302
H 5.6048 6.4863 1.5215
H 5.7159 6.5165 3.9077
H 6.5205 4.8611 3.9192
C 2.2770 0.6840 0.4564
C 1.0232 1.5203 0.5411
O 0.0144 0.7073 -0.0378
S 0.6133 -0.1178 -1.2563
O 0.5500 0.6403 -2.4531
O 0.0748 -1.4223 -1.2516
O 2.1169 -0.1032 -0.7615
H 2.1334 -0.0981 1.2133
H 3.2611 1.0782 0.6715
H 1.0476 2.5099 0.0831
H 0.7569 1.6440 1.5886
C -3.6073 -2.1676 -1.4802
C -2.5840 -3.2660 -1.2206
O -3.4796 -4.2617 -0.6557
S -4.7460 -4.3844 -1.5890
O -5.8606 -4.5928 -0.7453
O -4.5431 -5.2220 -2.6949
O -4.6852 -2.8517 -2.0957
H -3.2135 -1.4343 -2.1866
H -3.8579 -1.6118 -0.5746
H -1.9325 -3.0139 -0.3944
H -2.1896 -3.6153 -2.1728
C 0.6017 -1.8421 -5.4071
C -0.6455 -1.6875 -4.5585
O -1.5585 -2.6839 -5.1107
S -0.7805 -3.7197 -6.0234
O -0.9850 -3.3842 -7.3911
O -0.9965 -5.0457 -5.6025
O 0.6914 -3.2423 -5.5766
H 1.4486 -1.4414 -4.8522
H 0.5365 -1.2493 -6.3223
H -1.1474 -0.7295 -4.4871
H -0.4375 -2.0527 -3.5523
C -3.3070 0.7280 4.0203
C -3.2651 -0.5387 4.8681
O -2.0524 -1.1931 4.4896
S -0.9392 -0.1171 4.1223
O -0.3241 -0.5406 2.9238
O -0.1785 0.2473 5.2565
O -1.9453 1.1012 3.8348
H -3.8072 1.5145 4.5806
H -3.8111 0.5613 3.0686
H -4.1430 -1.1693 4.7838
H -3.1600 -0.2487 5.9180
```

LUMO energy	0.13	eV
total charge	0
frontier orbital gap	10.94	eV

***

Which one sits at the top of the stability order? #y does.